Record 1
Formula: C10H14Cl2F12N2O11S4V
Source: OMol25
Level of theory: ωB97M-V with the def2-TZVPD basis set

Geometry as XYZ:
```
56
Properties=species:S:1:pos:R:3:forces:R:3:lowdin_charge:R:1
H 0.682 3.025 2.102 0.2 0.2 0.1 0.03
O 2.586 -0.197 -1.871 -0.2 -0.4 0.9 -0.29
H 0.828 -1.268 3.917 0.2 0.1 0.0 0.09
C 3.849 -1.977 -0.226 -1.2 0.8 0.4 -0.66
N 0.951 -1.800 -0.767 3.7 -1.3 -2.3 -0.35
O 2.893 -2.465 -2.645 -0.7 -0.6 0.1 -0.24
C -2.645 3.086 -0.740 0.8 -0.7 -0.4 -0.67
H -3.115 -1.703 1.620 -0.3 0.2 -0.5 0.14
C -0.364 -3.500 -2.588 1.7 -0.1 -0.5 -0.62
C -2.340 -0.936 1.568 0.3 -1.1 0.8 -0.13
O -1.824 -0.811 0.231 0.2 0.2 -0.4 -0.29
F 0.343 -2.953 -3.589 -0.6 0.0 0.5 0.13
F 1.698 2.298 -3.080 0.4 0.0 0.3 0.15
S 2.524 -1.605 -1.576 0.9 2.0 -0.3 0.71
H 0.909 3.238 5.151 0.1 0.1 0.0 0.07
C -2.869 -0.636 -0.732 -1.3 0.5 -0.5 -0.05
O 1.284 0.730 0.577 -3.2 -2.2 -2.0 -0.25
O -1.704 1.787 -3.776 0.5 -0.2 0.6 -0.24
O -0.181 3.400 0.108 -0.5 -0.6 -0.5 -0.28
S -0.639 1.099 -3.113 0.1 -1.0 0.4 0.71
H -1.492 -1.370 3.515 0.1 0.4 0.0 0.14
F 1.662 0.521 -4.291 0.1 -0.6 -0.5 0.19
H -2.755 0.013 1.900 0.3 0.2 0.0 0.12
F 0.762 2.353 -4.982 -0.4 0.0 -0.7 0.18
H 1.064 -2.590 2.776 0.5 0.0 -0.3 0.10
C 1.384 3.124 4.178 -0.4 -0.2 0.4 -0.64
S -0.795 3.020 -1.141 1.0 2.3 0.7 0.65
C 1.069 -1.503 2.876 -0.9 0.3 0.3 -0.05
F 3.584 -3.055 0.482 0.0 -0.3 -0.1 0.16
Cl -0.950 1.925 3.312 0.1 0.3 0.2 0.59
F -0.512 -4.798 -2.901 -0.5 0.8 0.6 0.15
Cl 2.231 1.557 4.231 0.1 0.0 -0.1 0.57
F -3.060 4.326 -0.760 0.0 0.4 0.1 0.19
S 0.629 -3.379 -0.960 -2.9 -2.4 2.0 0.63
H -3.492 -1.524 -0.827 0.1 -0.1 0.4 0.12
O -0.367 -3.698 0.054 0.5 0.5 -0.9 -0.29
O 1.748 -4.277 -1.036 -0.5 1.2 -0.4 -0.25
F -3.374 2.363 -1.583 -0.1 0.0 -0.2 0.14
F -1.519 -2.866 -2.443 0.1 -0.5 -0.1 0.15
N -0.441 1.447 -1.433 -1.1 0.8 -2.7 -0.36
F 3.812 -0.929 0.599 0.2 0.1 0.1 0.13
C 1.002 1.582 -3.951 -0.3 1.2 1.2 -0.70
H -1.148 -2.614 2.334 -0.4 0.0 -0.3 0.13
C 0.325 3.199 3.111 -0.1 -0.4 -0.3 -0.60
H 2.131 3.903 4.047 0.0 0.0 -0.1 0.08
O -0.613 -0.342 -3.095 0.0 0.1 0.1 -0.32
H -2.560 -0.401 -1.748 0.9 -0.2 0.3 0.07
V 0.093 -0.102 -0.166 3.3 2.6 3.7 0.99
H 1.974 -0.976 2.600 0.1 -0.3 -0.2 0.07
F -2.788 2.558 0.474 -0.2 0.0 0.3 0.12
O -0.008 -0.976 2.082 0.0 0.4 -0.4 -0.30
F 5.035 -2.064 -0.772 0.0 -0.1 -0.4 0.19
O -0.591 3.909 -2.266 -0.4 -1.5 0.7 -0.25
H -0.188 4.155 3.188 0.0 0.0 -0.1 0.08
C -1.247 -1.529 2.459 0.1 -0.2 -0.4 -0.19
H -3.469 0.225 -0.436 -0.2 -0.2 0.2 0.09
```
Forces are in eV/Å.

The energy above the lowest of the compared OMol25 structures with the same formula, charge and spin comes out at 16.0 kJ/mol. The expectation value of S² is 0.795. As for the spin multiplicity: 2. The strongest force on any atom is 5.605 eV Å⁻¹. As for the net charge: 0.

Record 2
Formula: C10H14ClMoN4O3
Source: OMol25
Level of theory: ωB97M-V with the def2-TZVPD basis set

Geometry as XYZ:
```
33
Properties=species:S:1:pos:R:3:forces:R:3:lowdin_charge:R:1
H -0.354 -1.193 -3.167 0.0 0.0 0.0 0.12
H -0.092 -1.279 2.222 0.0 0.2 0.0 0.17
C 2.569 1.557 1.295 -0.1 0.0 -0.1 0.06
H -1.893 -1.244 -2.685 0.0 0.0 0.0 0.15
H 2.960 2.696 3.076 0.0 0.0 0.0 0.15
C -0.661 1.304 -2.920 0.0 0.0 0.1 -0.54
C -0.862 -2.508 -0.263 -0.4 1.1 -0.6 -0.40
N 0.262 1.362 0.723 0.0 0.0 -0.1 -0.11
H -1.360 -3.369 -2.150 0.0 0.0 0.0 0.17
C -0.689 -2.618 -1.735 0.2 -0.2 0.0 -0.04
Mo -0.784 0.477 -0.922 -0.5 0.2 0.0 1.58
C 1.561 1.109 0.478 0.0 0.0 0.0 -0.36
H 0.553 3.193 3.495 0.0 0.0 0.0 0.15
H 2.118 -0.541 -0.604 0.0 0.0 0.0 0.13
H 0.335 -2.939 -1.941 0.0 0.0 -0.1 0.16
O -2.332 0.947 -0.684 0.7 -0.2 -0.1 -0.27
H 0.155 0.938 -3.535 0.0 0.0 0.0 0.06
Cl -0.202 2.663 -1.957 0.0 0.0 0.0 0.83
N 1.674 0.363 -0.761 0.0 0.0 0.0 0.05
H 3.607 1.341 1.075 0.0 0.0 0.0 0.15
O -1.109 -3.458 0.475 -0.1 -0.4 0.7 0.20
C 2.198 2.315 2.407 0.0 0.0 0.0 0.05
H -1.159 2.307 1.912 0.0 0.0 0.0 0.14
C -0.103 2.105 1.784 0.0 0.0 0.0 -0.06
H -1.721 -0.581 2.057 0.1 -0.2 -0.2 0.16
C -1.523 -2.671 2.056 0.5 -0.1 -0.9 -0.10
N -0.815 -1.244 0.239 0.1 -0.7 -0.6 -0.11
N -0.931 -1.271 -2.333 0.0 -0.1 0.1 -0.02
O -1.886 -3.316 2.903 -0.3 -0.4 0.2 0.39
H -1.619 1.440 -3.417 0.0 0.0 0.0 0.07
C -1.028 -1.333 1.650 -0.1 0.9 1.3 -0.09
H 2.276 0.857 -1.421 0.0 0.0 0.0 0.13
C 0.857 2.593 2.648 0.0 0.0 0.0 0.03
```
Forces are in eV/Å.

The energy above the lowest of the compared OMol25 structures with the same formula, charge and spin comes out at 0.0 kJ/mol. The strongest force on any atom is 1.560 eV Å⁻¹. As for the net charge: +3.

Record 3
Formula: C10H14ClN3
Source: OMol25
Level of theory: ωB97M-V with the def2-TZVPD basis set

Geometry as XYZ:
```
28
Properties=species:S:1:pos:R:3:forces:R:3:lowdin_charge:R:1
C 0.410 -2.471 -2.393 -0.7 -0.8 1.8 -0.07
H -0.814 0.924 2.770 -0.1 -0.8 1.6 0.10
H 0.065 -1.785 1.428 0.0 -0.5 -0.8 0.12
C 0.097 -2.054 0.351 0.1 2.8 0.0 -0.01
H 1.578 2.502 1.509 -0.9 0.5 -0.6 0.07
N 0.629 0.585 1.316 0.7 1.0 -0.4 -0.20
H 0.176 1.989 -1.809 1.5 0.9 -3.3 0.04
C 0.445 -0.973 -0.535 1.3 -2.0 0.2 -0.24
H -0.312 -4.537 -1.821 0.1 1.4 -0.6 0.12
H -1.224 0.028 1.266 -1.6 -0.1 -0.1 0.09
N 1.544 1.553 1.819 1.0 -1.6 0.5 0.04
C -0.742 0.859 1.725 1.2 2.2 -1.7 -0.14
H -2.119 2.497 1.166 -0.6 -0.1 0.9 0.10
H 0.578 -2.619 -3.413 0.2 -0.5 -1.4 0.09
C -1.058 2.332 1.295 -2.0 -3.2 -4.0 -0.15
C 0.745 -1.244 -1.856 -1.2 -1.8 0.3 -0.08
C -0.279 1.523 -1.048 -1.4 -1.9 6.4 -0.48
C -0.123 -3.459 -1.557 0.3 -1.8 0.6 -0.07
H -0.385 -4.040 0.455 -1.0 -3.3 2.4 0.05
H -1.023 3.378 -0.530 0.3 -0.6 0.2 0.12
C -0.203 -3.287 -0.161 1.1 3.5 -3.4 -0.08
H 1.697 0.788 -0.366 2.4 0.3 -0.8 0.11
N -0.582 2.559 -0.107 1.0 0.5 0.0 -0.10
C 0.790 0.373 -0.120 -4.3 2.4 1.0 -0.18
H 1.446 1.493 2.813 0.4 0.2 0.5 0.07
H -0.674 3.013 1.958 1.2 1.6 1.5 0.07
Cl -1.877 0.680 -1.613 0.8 0.2 -0.1 0.50
H 1.212 -0.606 -2.541 0.5 1.5 -0.5 0.11
```
Forces are in eV/Å.

The energy above the lowest of the compared OMol25 structures with the same formula, charge and spin comes out at 268.3 kJ/mol. Its structure (SMILES) is NN1CCN[C@H](Cl)[C@@H]1c1ccccc1. The strongest force on any atom is 6.785 eV Å⁻¹. As for the net charge: 0.

Record 4
Formula: C10H14F12N2O20S7Sr
Source: OMol25
Level of theory: ωB97M-V with the def2-TZVPD basis set

Geometry as XYZ:
```
66
Properties=species:S:1:pos:R:3:forces:R:3:lowdin_charge:R:1
N -1.992 3.198 2.275 -2.0 -3.5 5.0 -0.17
S -1.335 -2.810 0.358 -0.6 2.8 0.5 0.89
O -2.746 3.683 -0.434 -3.2 -0.4 0.3 -0.24
O -1.323 1.137 1.087 -1.4 -1.0 -0.4 -0.39
H 0.346 -4.602 -3.754 -0.4 0.1 0.0 0.04
F 3.377 -3.137 -1.359 0.7 0.5 -0.3 0.12
O -3.660 2.482 4.489 1.6 0.3 -0.5 -0.39
Sr 0.388 0.591 -0.984 0.1 2.2 0.9 1.53
C 4.220 -2.171 -1.753 2.3 2.5 0.1 -0.63
O 0.572 2.808 -4.867 -0.3 0.4 -2.2 0.01
H -3.890 -2.426 0.593 0.4 -0.2 0.1 0.05
H 0.001 -1.702 -5.392 0.7 -0.7 -0.2 0.06
C -4.063 1.325 1.677 1.4 0.6 1.2 -0.68
O 3.840 0.360 1.854 -2.0 -1.8 -1.2 -0.28
H -3.163 -3.203 -0.928 -0.9 0.0 0.0 0.01
O -1.855 0.723 3.412 -1.6 0.8 -1.8 -0.36
O 1.053 1.692 -3.050 0.0 -0.9 0.2 -0.23
H -1.619 -1.658 -5.215 -0.6 -0.3 0.9 0.05
O -0.753 3.751 -0.664 3.5 1.8 1.1 -0.13
O 0.431 -1.114 -2.751 -0.9 -3.0 -1.4 -0.63
F 2.466 -1.924 3.148 1.0 -1.2 1.8 0.18
C 0.613 -3.884 -2.978 1.2 0.1 -0.9 -0.25
O 0.530 4.156 1.930 0.5 3.0 2.4 -0.02
F 1.812 -2.952 1.324 0.3 -0.8 0.1 0.14
F -4.578 0.257 2.271 -0.3 -1.5 0.4 0.10
C -0.788 -2.313 -4.953 0.9 0.7 0.7 -0.20
F 4.384 -2.114 -3.063 -1.1 -1.5 -1.5 0.10
O 4.679 -1.682 0.985 -2.7 -0.4 -0.6 -0.31
H -3.090 -1.459 -0.684 0.2 0.1 0.2 0.06
H -0.937 -3.324 -5.332 0.3 0.2 -0.1 0.03
H -2.533 -3.832 2.413 0.4 -0.4 -0.5 0.05
H 1.656 -3.633 -3.168 0.1 0.3 -0.1 0.04
S 3.484 -0.819 1.042 1.6 2.6 2.4 0.74
F -4.803 2.340 2.101 0.1 0.4 -0.6 0.12
F -0.524 3.891 5.697 0.2 1.7 1.3 0.16
O -1.900 3.850 -2.745 -1.1 -1.2 -0.2 -0.29
C 1.396 3.307 1.799 -4.5 1.1 -2.6 -0.92
O -1.553 1.765 -1.406 -2.2 -1.5 -1.9 -0.52
S -2.510 3.288 4.015 -1.5 2.3 -1.4 0.70
S -2.161 1.520 2.185 2.6 1.4 0.1 0.63
F -1.522 2.023 6.156 -0.3 -0.1 1.0 0.12
H -0.891 -3.012 2.712 -0.1 -0.6 0.1 0.03
C -1.037 2.809 5.208 -1.4 -0.3 -2.1 -0.74
O 3.476 0.154 -2.733 -0.2 -1.4 2.5 -0.30
F 0.876 -1.126 2.021 1.9 -0.4 -0.1 0.09
S 3.829 -0.321 -1.383 4.9 2.8 -5.9 0.57
C 2.060 -1.811 1.936 -1.5 3.2 -1.6 -0.66
F 5.498 -2.362 -1.350 -0.5 -1.3 0.7 0.07
O 2.638 3.462 2.189 2.4 0.1 1.4 0.09
O 5.046 0.365 -0.906 -1.7 -1.9 -0.3 -0.29
C -3.112 -2.421 -0.171 1.5 -0.4 -0.7 -0.21
O -2.747 4.713 4.240 0.9 -0.8 0.2 -0.37
S -1.850 3.182 -1.464 1.6 1.8 -0.5 0.24
H 2.551 0.969 -3.968 1.2 -0.7 0.3 0.03
C -1.837 -3.029 2.169 1.0 1.6 -0.2 -0.22
O 2.376 1.496 -4.752 1.4 -1.0 -1.8 0.08
O -0.513 -1.506 0.137 -2.2 -3.4 0.3 -0.66
H -2.309 -2.108 2.509 -0.1 0.3 -0.3 0.05
F -0.073 2.180 4.623 1.2 -1.0 -0.9 0.16
F -4.194 1.178 0.381 -0.1 -0.1 -0.8 0.14
H 0.619 -4.385 -2.011 -0.6 0.5 0.2 0.05
S -0.389 -2.368 -3.103 -0.7 1.8 0.5 0.88
C 1.263 1.999 -4.288 -2.5 2.3 3.4 -0.87
N 2.695 -0.381 -0.425 -1.2 -1.6 5.1 -0.38
O 1.067 2.338 1.100 1.8 -4.5 -1.5 -0.11
H 3.008 2.597 1.998 0.5 -0.3 -0.1 0.06
```
Forces are in eV/Å.

The total energy is -6020.02742 Eh. The expectation value of S² is 0.757. As for the spin multiplicity: 2. The strongest force on any atom is 8.202 eV Å⁻¹. As for the net charge: -3.

Record 5
Formula: C10H14F6Mn2NO12S2
Source: OMol25
Level of theory: ωB97M-V with the def2-TZVPD basis set

Geometry as XYZ:
```
47
Properties=species:S:1:pos:R:3:forces:R:3:lowdin_charge:R:1
F 1.328 -0.476 3.277 0.0 -3.5 -1.8 0.09
O 0.714 0.395 -0.958 1.3 -1.3 -1.0 0.08
O 3.660 0.652 2.848 0.8 -1.5 -3.5 -0.28
S 3.163 -2.094 1.814 1.8 -0.7 2.7 0.80
F 6.200 -1.093 1.278 -0.7 0.5 0.9 0.10
F 0.413 -2.025 1.857 1.2 0.7 1.4 0.10
S 3.950 0.473 1.400 0.2 4.9 2.8 0.65
O -1.887 -2.653 0.032 -2.7 2.4 -1.2 0.09
H -4.839 -0.444 -3.493 0.2 -0.4 0.2 0.09
H -1.006 4.491 -2.578 0.3 0.0 0.4 0.10
H 0.458 -2.302 -0.135 -0.2 -1.1 -0.6 -0.02
C -4.883 -0.966 -0.016 0.4 3.0 1.6 -0.08
H -2.180 2.568 0.322 0.1 -0.7 -1.0 0.14
C -2.872 -1.946 -0.240 1.2 -1.7 0.6 -0.50
C 5.849 0.222 1.223 0.8 -1.8 -0.1 -0.60
O 3.102 -3.327 1.017 -0.6 0.6 0.3 -0.39
O 1.090 -2.689 -0.771 0.0 0.5 -0.1 -0.44
H -5.752 -1.623 -0.025 0.5 -0.5 -0.4 0.14
Mn 2.335 -1.034 -1.071 -1.3 -0.6 -2.1 0.98
H -2.121 3.310 -1.869 0.0 0.1 -0.1 0.08
O 3.698 1.678 0.615 0.2 -1.8 -0.1 -0.29
C 1.409 -1.780 2.749 -0.5 0.6 1.7 -0.44
H -5.963 0.409 -2.510 0.4 0.5 0.4 0.09
N 3.239 -0.766 0.624 1.3 -1.9 4.8 -0.41
H -3.837 0.524 -1.409 0.7 -0.3 1.0 0.14
H -5.126 -0.131 0.642 -0.6 0.2 -0.2 0.14
C -5.289 -0.447 -2.500 -0.9 -0.5 0.3 -0.03
C -1.441 4.132 -1.645 -0.3 0.6 1.3 0.00
O 3.684 -2.642 -1.640 -0.9 -0.3 0.6 -0.42
H 4.078 -2.451 -0.767 0.6 -0.5 -0.7 -0.06
Mn 2.366 -4.195 -1.019 0.3 2.5 0.5 1.23
O 0.116 2.524 -1.368 1.8 -0.4 -1.3 0.13
O 4.165 -2.185 2.922 -2.9 1.0 -3.4 -0.26
F 1.291 -2.665 3.807 0.5 1.8 -2.4 0.12
F 6.523 0.885 2.173 -1.0 -0.3 -1.2 0.17
F 6.218 0.530 -0.014 -0.3 1.3 0.3 0.15
O -3.343 -1.608 -1.473 1.0 1.0 -0.2 0.06
H -1.186 3.155 1.487 0.6 0.9 -0.2 0.15
H 0.301 4.296 -0.250 0.1 -0.2 -0.1 0.18
H -6.010 -1.246 -2.325 0.3 -0.5 -0.7 0.09
C 0.269 1.463 -0.645 -1.0 0.8 1.7 -0.56
O -3.725 -1.462 0.696 0.2 -0.9 -1.0 0.06
C -4.314 -0.454 -1.340 -0.5 -2.1 -0.5 -0.25
C -0.457 3.587 -0.583 -1.1 1.4 -3.1 -0.26
O -0.238 1.682 0.564 -0.7 -1.1 0.2 0.11
C -1.126 2.812 0.454 -0.4 -0.5 3.3 -0.08
H -2.021 4.916 -1.158 -0.1 0.2 -0.3 0.10
```
Forces are in eV/Å.

The energy above the lowest of the compared OMol25 structures with the same formula, charge and spin comes out at 203.3 kJ/mol. The expectation value of S² is 30.008. As for the spin multiplicity: 11. The strongest force on any atom is 5.618 eV Å⁻¹. As for the net charge: +1.

Record 6
Formula: C10H14INS
Source: OMol25
Level of theory: ωB97M-V with the def2-TZVPD basis set

Geometry as XYZ:
```
27
Properties=species:S:1:pos:R:3:forces:R:3:lowdin_charge:R:1
C -2.832 0.517 1.183 -1.0 1.8 1.2 -0.24
S -0.479 1.862 1.662 -0.7 -0.4 0.6 0.84
H 0.365 -3.571 -0.400 -0.4 1.2 0.2 0.08
C -0.366 -3.072 -1.073 0.1 -0.6 -0.7 -0.10
C 0.601 0.510 -1.162 4.1 1.4 2.7 -0.04
H 3.675 1.591 -0.155 0.1 -0.5 0.2 0.12
C -1.187 3.200 1.098 -0.2 0.5 -0.6 -0.39
H -1.022 -1.206 -1.806 -0.2 -0.1 -0.1 0.12
H -3.198 -0.448 0.930 -0.2 -0.8 -0.2 0.05
C -1.437 0.539 1.623 1.1 -0.1 0.9 -1.17
H -0.555 4.066 1.266 -0.1 0.0 -0.4 0.00
H 1.286 2.397 -0.613 1.4 -0.3 0.0 0.09
H -0.261 1.047 -1.433 -1.3 0.0 -0.4 0.09
H 2.280 -2.317 -0.349 -0.3 -2.1 0.1 0.08
C 1.999 -1.337 -0.524 0.4 1.9 -0.3 -0.01
H 4.019 -0.790 -0.118 1.6 -1.1 0.3 0.09
H -3.506 0.981 1.993 0.7 -0.7 -0.9 0.11
C 3.073 -0.457 -0.376 -1.4 -2.1 0.3 -0.10
C 1.692 1.366 -0.661 -5.4 0.0 -2.5 -0.12
C 2.892 0.859 -0.362 1.3 3.6 0.3 -0.16
H -2.955 1.200 0.351 0.0 -0.1 -0.5 0.05
N -0.432 -1.593 -1.094 1.2 -1.9 1.0 -0.03
I -0.870 -0.750 3.221 -0.1 -0.1 -0.6 0.77
H -1.343 -3.491 -0.806 0.1 0.2 -0.1 0.07
H -2.123 3.275 0.527 0.5 -0.1 0.6 0.02
H -0.049 -3.535 -2.035 -0.4 0.5 0.1 0.08
C 0.734 -0.843 -0.887 -0.8 -0.2 -1.3 -0.29
```
Forces are in eV/Å.

The energy above the lowest of the compared OMol25 structures with the same formula, charge and spin comes out at 202.1 kJ/mol. The strongest force on any atom is 5.973 eV Å⁻¹. As for the net charge: 0.

Look up the net charge of the first one.
0

Which value of net charge does entry 6 give?
0

The lowest net charge belongs to which entry?
C10H14F12N2O20S7Sr